The following is a DFT calculation (ωB97M-V/def2-TZVPD) of a single C5H7NO4 molecule.

The relative energy (zero: lowest compared OMol25 entry of this formula, charge and spin) is 349.53 kJ/mol. As for the HOMO energy: -10.280 eV.

Each line ends with the Löwdin charge.
Positions of all 17 atoms, in Å:
C1 -2.434 0.327 -0.388  -0.04
C2 -0.547 -1.036 -0.169  -0.37
C3 0.299 -0.180 0.609  -0.33
C4 0.667 1.093 -0.139  -0.06
C5 2.432 -0.357 -0.171  -0.57
H1 -2.331 0.547 -1.243  -0.02
H2 -3.602 0.241 0.047  0.18
H3 -2.041 0.984 0.414  0.10
H4 0.058 0.111 1.498  0.11
H5 0.906 2.057 0.498  0.16
H6 -0.133 1.504 -1.063  0.20
H7 1.804 -1.552 1.596  0.25
N1 1.547 -0.703 0.890  0.11
O1 -1.894 -0.943 -0.102  -0.02
O2 -0.042 -1.983 -0.880  0.11
O3 1.879 0.689 -0.914  0.01
O4 3.432 -0.800 -0.483  0.19